No. 1
{
  "formula": "C51H78N2O35",
  "method": "ωB97M-V with the def2-TZVPD basis set",
  "energy_ha": -4732.73894,
  "total_charge": 0,
  "homo_ev": -8.53,
  "e_lumo_ev": -0.5,
  "homo_lumo_gap_ha": 0.294,
  "elements": ["C", "O", "C", "C", "N", "C", "C", "O", "C", "H", "H", "H", "H", "H", "H", "H", "H", "H", "H", "H", "H", "H", "H", "H", "C", "O", "C", "C", "N", "C", "C", "O", "C", "H", "H", "H", "H", "H", "H", "H", "H", "H", "H", "H", "H", "H", "H", "H", "C", "C", "C", "C", "C", "C", "O", "O", "H", "H", "H", "H", "H", "H", "C", "C", "C", "C", "C", "C", "O", "O", "H", "H", "H", "H", "H", "H", "C", "C", "O", "C", "O", "O", "H", "H", "H", "H", "C", "C", "O", "C", "O", "O", "H", "H", "H", "H", "C", "C", "O", "C", "O", "O", "H", "H", "H", "H", "C", "C", "O", "C", "O", "O", "H", "H", "H", "H", "C", "C", "O", "C", "O", "O", "H", "H", "H", "H", "C", "C", "O", "C", "O", "O", "H", "H", "H", "H", "C", "C", "O", "C", "O", "O", "H", "H", "H", "H", "C", "C", "O", "C", "O", "O", "H", "H", "H", "H", "C", "C", "O", "C", "O", "O", "H", "H", "H", "H"],
  "positions_angstrom": [[-4.195, 1.989, -7.934], [-5.313, 1.148, -8.154], [-6.518, 1.821, -7.662], [-6.422, 2.153, -6.092], [-5.706, 1.042, -5.315], [-5.298, 1.532, -4.002], [-4.461, 0.316, -3.329], [-3.403, -0.137, -4.218], [-2.369, -0.918, -3.667], [-4.329, 2.519, -8.877], [-3.321, 1.345, -8.035], [-4.158, 2.791, -7.197], [-7.305, 1.121, -7.942], [-6.582, 2.744, -8.237], [-7.461, 2.273, -5.784], [-5.883, 3.039, -5.754], [-4.887, 0.682, -5.784], [-6.196, 1.489, -3.386], [-4.757, 2.473, -3.896], [-5.147, -0.499, -3.099], [-3.970, 0.613, -2.403], [-2.745, -1.842, -3.228], [-1.791, -0.436, -2.878], [-1.682, -1.118, -4.489], [-2.776, -0.677, 0.098], [-1.671, -1.172, -0.599], [-0.990, -2.190, 0.079], [0.160, -2.596, -0.731], [1.246, -1.592, -0.819], [2.063, -1.476, 0.396], [2.737, -0.074, 0.625], [1.692, 0.970, 0.773], [0.710, 0.844, 1.778], [-2.635, 0.298, 0.566], [-3.456, -1.335, 0.639], [-3.458, -0.216, -0.616], [-1.640, -3.061, 0.165], [-0.712, -1.942, 1.103], [-0.267, -2.816, -1.710], [0.425, -3.585, -0.358], [0.802, -0.685, -0.850], [2.765, -2.304, 0.291], [1.441, -1.719, 1.257], [3.335, 0.180, -0.251], [3.307, 0.030, 1.548], [0.190, 1.799, 1.849], [1.134, 0.832, 2.782], [0.060, -0.015, 1.613], [0.006, 7.229, 1.659], [0.154, 6.168, 0.779], [0.927, 5.109, 1.116], [1.656, 5.088, 2.289], [1.530, 6.128, 3.207], [0.741, 7.206, 2.869], [0.726, 8.372, 3.727], [1.008, 3.999, 0.352], [-0.238, 8.229, 1.331], [-0.443, 6.093, -0.118], [2.193, 4.171, 2.481], [2.029, 6.127, 4.165], [1.475, 8.400, 4.326], [0.862, 3.219, 0.892], [-1.661, 4.295, 3.329], [-0.948, 3.820, 4.506], [-1.203, 2.501, 4.919], [-2.220, 1.870, 4.325], [-2.904, 2.310, 3.155], [-2.613, 3.524, 2.647], [-2.959, 3.965, 1.360], [-0.508, 1.855, 5.882], [-1.203, 5.196, 2.948], [-0.196, 4.513, 4.854], [-2.422, 0.898, 4.752], [-3.543, 1.712, 2.523], [-3.088, 4.908, 1.230], [-0.514, 0.920, 5.664], [-1.001, -3.924, 4.123], [0.454, -3.868, 3.651], [0.631, -2.467, 3.448], [-0.108, -1.868, 4.408], [-0.041, -0.649, 4.615], [-0.973, -2.734, 4.939], [-1.060, -4.729, 4.855], [-1.810, -3.913, 3.392], [0.444, -4.270, 2.638], [1.308, -4.365, 4.111], [2.908, 1.521, 5.789], [2.495, 2.662, 4.816], [3.289, 2.495, 3.692], [4.271, 1.692, 3.890], [5.107, 1.353, 3.123], [4.015, 1.008, 5.036], [2.146, 0.752, 5.662], [3.167, 1.720, 6.829], [2.730, 3.634, 5.249], [1.413, 2.626, 4.694], [-2.085, 3.837, -1.942], [-1.424, 2.484, -1.678], [-0.098, 2.734, -2.170], [-0.101, 3.810, -2.942], [0.922, 4.246, -3.547], [-1.373, 4.331, -3.094], [-1.969, 4.743, -1.347], [-3.084, 3.586, -2.298], [-1.905, 1.617, -2.130], [-1.327, 2.385, -0.597], [3.851, 4.280, -1.028], [4.263, 2.878, -0.709], [5.269, 3.122, 0.274], [5.684, 4.360, 0.217], [6.555, 4.787, 0.934], [5.002, 5.080, -0.744], [3.015, 4.829, -0.595], [3.446, 4.393, -2.033], [4.464, 2.431, -1.683], [3.393, 2.476, -0.189], [-5.751, -4.966, 0.568], [-6.005, -5.624, -0.784], [-5.889, -4.584, -1.722], [-5.405, -3.456, -1.142], [-5.122, -2.395, -1.657], [-5.144, -3.746, 0.152], [-4.966, -5.501, 1.101], [-6.729, -4.799, 1.021], [-7.040, -5.966, -0.772], [-5.217, -6.370, -0.878], [-1.072, -5.938, -2.453], [-1.050, -7.483, -1.968], [-0.068, -7.464, -0.945], [-0.073, -6.223, -0.438], [0.643, -5.917, 0.502], [-0.772, -5.315, -1.227], [-2.095, -5.801, -2.803], [-0.398, -5.670, -3.267], [-0.727, -8.016, -2.862], [-1.983, -7.918, -1.609], [4.656, -5.509, 0.861], [4.423, -5.998, -0.579], [4.515, -4.822, -1.400], [4.876, -3.808, -0.576], [5.333, -2.763, -0.876], [4.765, -4.204, 0.693], [5.583, -5.966, 1.209], [3.726, -5.591, 1.423], [3.364, -6.255, -0.597], [5.124, -6.815, -0.751], [6.220, -2.611, 4.191], [5.069, -1.786, 4.452], [4.019, -2.720, 4.737], [4.412, -3.929, 4.577], [3.780, -4.960, 4.595], [5.707, -3.904, 4.068], [6.820, -2.511, 5.095], [6.750, -2.163, 3.351], [4.931, -1.120, 3.601], [5.234, -1.135, 5.310], [2.821, 0.744, -3.496], [3.339, -0.617, -4.149], [2.557, -0.770, -5.323], [1.717, 0.236, -5.482], [0.917, 0.236, -6.454], [1.796, 1.136, -4.384], [3.445, 1.638, -3.464], [2.194, 0.491, -2.642], [3.297, -1.482, -3.487], [4.384, -0.441, -4.404]],
  "atomic_forces_ev_per_a": [[0.1, 0.2, -3.1], [-1.8, 0.0, 2.7], [2.2, -0.5, 0.8], [0.8, -2.1, -0.5], [-1.1, 1.5, -0.3], [0.5, -3.7, 1.0], [0.5, 0.8, -1.1], [-1.0, 0.9, 0.0], [-0.1, 0.0, -0.1], [1.3, 1.0, -0.2], [0.2, 0.4, 0.5], [-0.3, -0.8, 0.8], [-0.2, 0.3, 0.5], [-0.4, 0.3, 0.1], [0.0, -0.2, 0.4], [-0.1, 0.7, -1.0], [0.0, 0.2, -0.5], [-0.1, 0.8, 0.2], [0.0, 0.3, -0.4], [0.0, 0.0, -0.2], [-0.2, 0.4, 0.2], [-0.1, -0.2, -0.1], [-0.1, 0.4, 0.1], [-0.1, -0.2, 0.0], [-1.6, 2.0, -1.1], [-0.3, 0.2, 0.6], [-0.9, -0.3, 0.7], [0.9, -0.1, -0.5], [-0.2, 0.6, 0.0], [0.2, -0.5, 0.3], [-2.3, -0.4, 0.2], [0.7, -0.2, -1.2], [0.9, 0.1, 0.4], [1.1, -0.3, 1.4], [0.7, -0.5, 0.3], [-0.2, -0.7, -0.9], [-0.4, -0.3, 0.1], [0.1, 0.5, 0.2], [0.4, 0.3, -0.4], [1.0, 0.3, 0.1], [-0.5, 0.3, -0.6], [0.6, 0.4, 0.5], [0.1, 0.1, 0.4], [-0.1, 0.3, 0.2], [0.4, -0.7, -0.1], [-0.7, -0.1, -0.6], [0.4, -0.8, 0.2], [-0.3, 0.2, 0.1], [2.2, 1.0, 1.0], [-1.4, 0.7, -0.3], [0.8, -1.0, 1.3], [-0.4, 0.3, 0.8], [0.1, -0.5, -0.3], [-0.1, 1.8, 0.7], [-0.8, -1.4, -1.7], [-0.6, -0.5, -1.4], [-1.0, -0.1, 0.0], [0.2, 0.3, -0.3], [0.4, 0.2, 0.2], [0.2, -0.1, 0.0], [0.2, -0.4, -0.1], [0.3, -0.2, -0.1], [1.8, -0.9, 2.4], [-1.4, 0.4, -2.5], [0.7, 2.2, 0.3], [-2.3, -1.7, -2.1], [0.0, -1.0, 0.5], [2.1, 3.1, -0.6], [-0.7, -1.6, 0.1], [0.7, 0.7, 0.7], [-0.6, 0.3, -0.3], [0.2, -0.4, 0.4], [-0.4, -0.3, -0.3], [-0.3, -0.5, 0.5], [0.2, 0.1, 0.8], [0.0, -0.6, 0.0], [2.1, -0.6, 2.3], [-0.8, -0.9, -3.6], [0.1, 0.5, 1.5], [0.1, 2.8, -0.9], [-0.2, -2.9, 0.2], [-0.7, 1.1, 0.3], [-0.7, -0.2, -0.3], [0.3, 0.2, -0.1], [0.3, -0.2, -0.2], [-0.4, 0.3, 1.0], [-0.3, -0.5, -2.4], [-0.7, 0.9, 3.0], [-1.6, 2.3, -1.9], [-0.1, -3.2, 0.9], [0.8, 0.4, -0.4], [1.7, -0.4, 1.3], [-0.1, -0.1, 0.8], [0.0, 0.3, -0.3], [0.0, 0.2, 0.0], [0.3, -0.1, -0.9], [-0.9, -0.2, -2.0], [0.8, 1.7, 1.7], [0.0, -0.5, 0.0], [3.3, 1.9, -3.7], [-4.1, -1.6, 2.7], [2.0, -1.0, -0.1], [-0.6, -1.0, 1.4], [-0.3, 0.8, 0.4], [0.2, 0.2, -0.3], [-0.1, -0.5, 0.0], [-1.5, 2.3, -1.5], [-2.2, 1.5, 0.9], [-0.1, -2.2, -0.6], [1.4, 2.2, 0.2], [-0.9, 0.0, -0.9], [0.9, -0.8, 0.6], [0.0, -0.9, 1.4], [1.1, -0.1, -0.8], [1.1, -0.7, 0.7], [0.3, -0.9, -0.2], [0.3, 0.3, -1.2], [-0.2, -0.3, 1.1], [0.0, 0.9, -1.0], [1.2, 0.9, -0.3], [-0.9, -2.3, 0.7], [-0.1, 1.1, 0.8], [-0.7, 0.0, 0.6], [0.5, 0.2, 0.8], [0.4, -0.6, -0.6], [-0.4, -0.3, -0.9], [-1.6, -2.9, 0.6], [0.6, 1.3, -2.5], [-0.9, 0.4, -0.1], [2.6, 1.3, 0.8], [-2.0, -0.2, -1.4], [0.5, -0.7, 1.2], [0.0, 0.8, 0.3], [0.4, -0.2, 0.4], [0.3, -0.6, 0.5], [-0.1, 0.5, 0.1], [-1.1, -2.8, -0.7], [-1.7, -0.3, 0.7], [0.8, -0.3, 0.3], [0.9, -0.7, 0.0], [-0.4, 0.9, -0.8], [1.0, 4.9, 0.5], [-0.3, 0.1, 0.9], [0.5, -1.2, 0.7], [0.2, -0.8, -0.6], [-0.2, 0.3, -1.0], [2.1, 0.2, 1.0], [-1.3, 2.3, 0.4], [-1.7, 2.2, 0.9], [1.5, -2.7, -2.8], [0.3, 1.3, 0.7], [-0.2, -1.2, 0.1], [0.8, -0.7, -0.2], [0.2, -1.0, -0.3], [-1.3, -0.3, 0.0], [-0.4, -0.1, 0.0], [-1.6, -1.6, -0.6], [1.2, 1.9, 0.9], [0.7, -0.3, 0.5], [-3.4, 0.8, -2.0], [2.9, 0.9, 4.1], [-1.2, -1.1, -3.9], [0.6, -0.7, 0.6], [1.1, 0.4, 0.9], [-0.4, 0.1, -0.1], [0.0, -0.4, -0.4]]
}



No. 2
{
  "formula": "C46H35GeN9O5Pt",
  "method": "ωB97M-V with the def2-TZVPD basis set",
  "energy_ha": -4839.09105,
  "total_charge": 0,
  "homo_ev": [-7.17, -7.16],
  "e_lumo_ev": [-1.1, -1.1],
  "homo_lumo_gap_ha": [0.222, 0.222],
  "elements": ["Pt", "O", "C", "O", "C", "C", "C", "C", "C", "N", "C", "O", "O", "H", "H", "H", "C", "N", "C", "N", "C", "N", "C", "C", "C", "C", "C", "C", "C", "N", "N", "C", "O", "C", "C", "C", "C", "C", "C", "N", "C", "N", "C", "N", "C", "H", "H", "H", "H", "H", "H", "H", "H", "H", "H", "H", "H", "H", "H", "H", "H", "C", "Ge", "C", "C", "C", "C", "C", "C", "C", "C", "C", "C", "C", "C", "C", "C", "C", "C", "C", "C", "H", "H", "H", "H", "H", "H", "H", "H", "H", "H", "H", "H", "H", "H", "H", "H"],
  "positions_angstrom": [[0.947, -1.463, -1.510], [3.238, -0.147, 1.696], [2.414, -0.555, 0.892], [2.693, -0.909, -0.294], [0.956, -0.673, 1.340], [0.508, -0.093, 2.504], [-0.788, -0.422, 2.962], [-1.592, -1.216, 2.205], [-1.153, -1.636, 0.917], [0.155, -1.413, 0.583], [-2.082, -2.190, -0.002], [-3.253, -2.480, 0.245], [-1.628, -2.472, -1.315], [1.148, 0.556, 3.066], [-1.113, -0.031, 3.911], [-2.582, -1.516, 2.504], [2.289, -5.173, 2.064], [2.289, -4.547, 0.762], [1.266, -4.103, 0.020], [1.739, -3.525, -1.078], [3.084, -3.646, -0.950], [3.437, -4.259, 0.146], [2.044, -4.167, 3.168], [0.913, -4.243, 3.970], [0.674, -3.284, 4.939], [1.550, -2.229, 5.091], [2.706, -2.164, 4.317], [2.957, -3.138, 3.357], [3.517, -0.952, 4.358], [4.785, -0.735, 4.180], [4.938, 0.582, 3.958], [3.758, 1.118, 4.005], [2.821, 0.204, 4.349], [3.199, 2.322, 3.402], [2.042, 2.901, 3.916], [1.279, 3.739, 3.123], [1.629, 3.953, 1.803], [2.796, 3.396, 1.290], [3.104, 3.525, -0.176], [2.466, 2.464, -0.929], [1.375, 1.737, -0.656], [1.137, 0.906, -1.661], [2.140, 1.167, -2.536], [2.950, 2.102, -2.119], [3.603, 2.615, 2.100], [3.281, -5.616, 2.185], [1.533, -5.962, 2.082], [0.227, -4.231, 0.259], [3.789, -3.291, -1.674], [0.213, -5.053, 3.837], [-0.205, -3.349, 5.560], [1.351, -1.445, 5.804], [3.834, -3.060, 2.732], [1.723, 2.660, 4.918], [0.377, 4.178, 3.517], [0.980, 4.531, 1.161], [4.178, 3.438, -0.358], [2.749, 4.485, -0.570], [0.782, 1.824, 0.234], [2.228, 0.684, -3.488], [4.492, 2.142, 1.714], [-1.147, -1.459, -2.124], [-2.196, 0.262, -2.419], [-1.146, 1.209, -3.820], [-1.075, 0.668, -5.099], [-0.344, 1.291, -6.094], [0.331, 2.469, -5.823], [0.257, 3.030, -4.560], [-0.474, 2.398, -3.571], [-3.962, -0.287, -3.210], [-4.465, 0.326, -4.351], [-5.689, -0.054, -4.874], [-6.423, -1.055, -4.261], [-5.945, -1.645, -3.104], [-4.720, -1.266, -2.581], [-2.687, 1.505, -0.932], [-2.792, 2.873, -1.171], [-3.161, 3.747, -0.163], [-3.459, 3.262, 1.100], [-3.424, 1.899, 1.331], [-3.047, 1.032, 0.321], [-1.018, -1.920, -3.119], [-1.609, -0.248, -5.314], [-0.305, 0.868, -7.087], [0.913, 2.950, -6.594], [0.765, 3.960, -4.344], [-0.517, 2.828, -2.580], [-3.901, 1.111, -4.835], [-6.078, 0.434, -5.756], [-7.360, -1.382, -4.689], [-6.528, -2.402, -2.599], [-4.359, -1.738, -1.677], [-2.605, 3.268, -2.160], [-3.226, 4.809, -0.363], [-3.738, 3.943, 1.891], [-3.700, 1.501, 2.296], [-3.055, -0.027, 0.510]],
  "atomic_forces_ev_per_a": [[-1.4, 2.9, -0.5], [-0.1, 0.2, 0.5], [0.4, -0.3, -0.5], [0.1, -0.6, -0.3], [0.1, -0.5, 0.1], [-1.4, -0.3, 0.5], [1.6, 0.7, 0.1], [-0.4, -0.9, -1.7], [3.0, 2.0, 3.1], [-2.3, -0.2, 0.2], [-2.8, -2.3, -3.4], [2.4, 0.6, 0.2], [-2.1, -0.7, 2.7], [0.1, 0.1, 0.1], [-0.2, 0.0, 0.1], [-0.2, 0.1, 0.1], [0.0, -0.1, 0.5], [-0.7, 0.1, -0.6], [0.3, -0.2, -0.3], [-0.6, 0.0, -0.1], [-0.2, -0.2, 0.1], [1.1, -0.1, 0.1], [0.0, -0.1, 0.0], [0.1, 0.0, -0.1], [0.0, 0.1, 0.0], [0.1, -0.1, 0.0], [-0.2, -0.1, 0.0], [0.0, 0.2, 0.2], [0.7, 0.4, -0.1], [-0.5, -1.6, 0.3], [-0.2, 1.6, -0.3], [0.5, -0.4, 0.3], [0.0, 0.0, 0.2], [-0.1, 0.2, -0.1], [0.2, 0.0, 0.0], [-0.1, 0.0, 0.0], [0.1, 0.0, 0.0], [0.0, 0.1, 0.0], [0.2, 0.5, 0.2], [-0.7, -0.6, 0.0], [0.0, -0.1, -0.2], [-0.1, -0.9, 0.0], [-0.1, 0.2, 0.2], [0.7, 0.3, -0.7], [-0.1, 0.1, 0.2], [-0.2, -0.1, -0.1], [0.1, 0.1, 0.0], [-0.1, 0.0, 0.1], [0.1, 0.2, -0.1], [-0.1, -0.2, -0.1], [-0.1, 0.0, 0.1], [0.0, 0.1, 0.1], [0.1, 0.1, -0.1], [0.0, 0.0, 0.1], [-0.1, 0.1, 0.1], [-0.1, 0.1, -0.1], [-0.2, 0.0, -0.1], [0.1, -0.1, 0.1], [0.0, 0.1, 0.2], [0.1, -0.1, -0.1], [0.0, -0.1, -0.1], [3.4, 0.1, -0.7], [-0.2, -0.2, -0.6], [-0.5, -0.2, 0.5], [-0.2, -0.2, 0.2], [0.1, 0.0, -0.2], [0.0, 0.1, -0.1], [0.0, 0.1, 0.0], [-0.2, 0.1, 0.1], [0.9, 0.3, 0.3], [0.1, 0.1, 0.0], [-0.1, 0.0, -0.1], [-0.1, -0.1, 0.0], [-0.1, -0.1, 0.1], [0.0, -0.1, 0.1], [0.3, -0.5, -0.5], [0.1, 0.0, -0.2], [0.0, 0.1, 0.0], [0.0, 0.1, 0.1], [0.0, 0.0, 0.1], [0.1, 0.0, -0.1], [-0.6, 0.3, 0.2], [0.0, -0.1, -0.1], [0.0, -0.1, -0.1], [0.0, 0.1, -0.1], [0.1, 0.0, 0.0], [0.1, 0.1, 0.0], [0.1, 0.1, -0.1], [0.0, 0.0, -0.1], [-0.1, 0.0, 0.0], [0.0, -0.1, 0.0], [0.0, -0.1, 0.0], [0.1, 0.0, -0.1], [0.0, 0.0, 0.0], [0.0, 0.0, 0.1], [0.0, 0.0, 0.1], [-0.1, 0.0, 0.1]]
}